37
Properties=species:S:1:pos:R:3:forces:R:3 method="wB97M-V/def2-TZVPD" e_above_lowest_kcal_mol=149.65 multiplicity=1 e_lumo_ev=-2.26 homo_ev=-9.07 total_energy_ev=-29356.1869 max_force_ev_per_a=3.241 total_charge=0 orbital_gap_ev=6.816 smiles="N#Cc1cc([N+](=O)[O-])cc2c1no[n+]2[O-].CC1(C)CCCN1"
N -1.971333 -6.161017 1.980745 0.84 2.22 -0.52
C -1.542411 -5.103937 1.725480 -0.31 -2.33 0.51
C -0.999251 -3.819760 1.400121 1.20 0.63 -0.44
C 0.361479 -3.499564 1.326837 -1.44 -0.70 0.01
C 0.793303 -2.161780 1.059331 -1.93 0.51 -0.39
N 2.202791 -1.911032 1.121641 3.18 0.60 0.18
O 2.950542 -2.839756 1.506229 -1.65 1.74 -0.75
O 2.653959 -0.779784 0.796453 -1.36 -2.31 0.50
C -0.117984 -1.111573 0.830277 1.77 -1.15 1.65
C -1.459331 -1.453627 0.897278 -2.50 0.17 0.70
C -1.935517 -2.754870 1.201907 -1.57 -0.04 1.10
N -3.242731 -2.803203 1.553491 1.95 1.56 -0.83
O -3.647697 -1.458298 1.477204 0.99 0.21 -0.75
N -2.573595 -0.616933 1.062962 0.76 -0.54 -0.02
O -2.733831 0.587830 0.942473 -0.01 -1.67 0.24
H 1.103636 -4.274394 1.510043 -0.17 0.28 -0.04
H 0.162707 -0.070419 0.745848 -0.05 -0.37 0.22
C 2.124816 2.165204 -1.529488 0.19 0.24 0.09
C 0.907929 2.035395 -0.619700 -0.03 -0.12 -0.39
C 1.321102 2.151004 0.831561 0.15 0.19 0.20
C -0.158584 3.078391 -0.998426 0.00 -0.40 0.31
C -0.968652 2.419638 -2.113387 -0.02 0.09 -0.42
C -0.751110 0.907492 -1.960558 0.36 -0.37 0.07
N 0.222302 0.740044 -0.855457 -0.16 1.04 -1.12
H 2.600470 3.137462 -1.347963 0.04 -0.19 -0.16
H 2.854854 1.378143 -1.304741 -0.09 0.11 -0.10
H 1.835664 2.107313 -2.584067 0.09 -0.02 0.09
H 1.817241 3.118676 0.979435 -0.06 -0.22 0.14
H 0.438583 2.111090 1.480019 0.12 0.01 -0.02
H 2.010523 1.345062 1.103493 -0.09 0.28 0.03
H -0.801994 3.255218 -0.130810 0.09 0.08 -0.07
H 0.309693 4.020966 -1.295413 -0.15 -0.09 0.06
H -2.029415 2.673816 -2.045266 0.17 0.03 -0.12
H -0.595045 2.733602 -3.094725 -0.20 0.04 0.15
H -1.683516 0.389951 -1.710274 0.08 0.00 -0.06
H -0.351816 0.463205 -2.885419 -0.25 0.13 0.13
H 0.892215 0.000432 -1.057144 0.03 0.36 -0.18